Entry 1:
# C13H19N3O3

An isolated molecule of C13H19N3O3 (wB97M-V/def2-TZVPD, the Open Molecules 2025 dataset).

Structure (XYZ):
```
38
Properties=species:S:1:pos:R:3:forces:R:3:mulliken_charge:R:1
O -1.6275 0.5884 -0.9309 -0.18 -0.43 0.14 -0.70
C -1.4636 1.7154 -1.3773 -0.02 0.51 -0.12 0.64
C -0.5143 2.7626 -0.8411 0.15 -0.03 -0.12 -0.89
C 0.7601 2.8925 -1.6973 0.23 0.02 0.18 -0.65
C 1.8758 1.9299 -1.2823 -0.26 -0.13 -0.18 -0.98
C 1.4035 0.4803 -1.2589 0.49 0.17 0.15 0.33
C 2.5196 -0.5224 -0.9884 -0.26 0.00 -0.12 -0.80
C 1.9655 -1.9458 -0.8169 0.29 0.05 0.15 -0.97
C 1.4021 -2.1485 0.5810 -0.01 -0.03 -0.57 0.60
O 2.0820 -2.5815 1.4857 0.17 -0.06 0.26 -0.64
N 0.0925 -1.7881 0.7151 -0.33 0.15 -0.28 -0.07
C -0.6867 -1.8143 1.8723 -0.18 -0.07 0.58 0.66
C -0.2965 -2.4236 3.0629 0.08 -0.02 -0.05 -0.57
C -1.1713 -2.3937 4.1361 -0.15 0.12 -0.15 -0.39
C -2.3958 -1.7625 3.9885 0.10 -0.15 0.33 -0.36
N -2.7718 -1.1783 2.8615 -0.38 0.15 0.01 -0.60
C -1.9450 -1.2037 1.8370 0.29 -0.05 -0.26 -0.39
N -2.1515 2.1068 -2.4596 -0.43 -0.44 -0.23 -0.03
O -3.0650 1.2218 -3.0381 0.22 0.16 0.10 -0.44
H -0.2495 2.4999 0.1833 -0.12 0.00 0.02 0.34
H -1.0393 3.7193 -0.8244 -0.02 -0.01 0.06 0.41
H 1.1362 3.9136 -1.6094 -0.05 0.02 -0.08 0.33
H 0.5092 2.7229 -2.7471 0.02 0.07 -0.04 0.42
H 2.7080 2.0394 -1.9815 0.08 0.03 0.04 0.37
H 2.2400 2.2040 -0.2896 0.07 0.03 0.04 0.36
H 0.6510 0.3842 -0.4797 -0.07 -0.01 -0.09 -0.28
H 0.9347 0.2397 -2.2171 -0.13 -0.06 0.00 0.34
H 3.0651 -0.2423 -0.0848 0.09 0.01 0.00 0.38
H 3.2281 -0.5123 -1.8196 0.05 0.01 0.03 0.43
H 1.2068 -2.1446 -1.5754 -0.01 -0.03 -0.06 0.38
H 2.7793 -2.6627 -0.9336 -0.14 -0.05 0.05 0.39
H -0.3750 -1.3701 -0.0801 0.18 -0.06 0.02 0.12
H 0.6662 -2.9010 3.1398 0.01 0.00 -0.02 0.50
H -0.9005 -2.8571 5.0723 0.01 -0.03 0.08 0.39
H -3.1098 -1.7163 4.7999 0.01 -0.04 0.13 0.37
H -2.2862 -0.7064 0.9381 0.08 0.01 -0.13 0.46
H -2.1609 3.0156 -2.8891 -0.01 -0.08 0.10 0.19
H -3.0155 0.4391 -2.4514 0.14 0.27 0.02 0.37
```
Forces are in eV/Å.

## Properties
* gap between HOMO and LUMO: 9.08 eV
* SMILES: O=C(CCCCCCC(=O)Nc1cccnc1)NO
* energy above the lowest of the compared OMol25 structures with the same formula, charge and spin: 4.5 kcal per mole


Entry 2:
# C2H8NO2

A cluster of 2 separate species, C2H8NO2 in total (wB97M-V/def2-TZVPD, the Open Molecules 2025 dataset).

Structure (XYZ):
```
13
Properties=species:S:1:pos:R:3:forces:R:3:mulliken_charge:R:1
C 0.0870 2.4201 -0.8613 -0.23 -0.56 -0.33 -0.57
O -0.3488 1.1505 -1.2754 0.65 -0.07 -0.27 -0.58
H -0.6874 2.9013 -0.2502 0.11 0.27 0.00 0.19
H 0.2826 2.9978 -1.7695 -0.05 0.39 0.11 0.22
H 1.0146 2.3840 -0.2793 -0.03 -0.06 0.07 0.22
N 0.3813 -2.6131 0.7932 0.94 0.07 -0.05 -0.78
C -0.5215 -1.4280 0.6910 -0.43 -0.16 -0.38 -0.36
O 0.0709 -0.2365 0.8075 0.43 0.09 0.12 -0.88
H 1.0172 -2.3972 1.5692 -0.48 -0.05 0.20 0.25
H 1.0521 -2.4712 0.0330 -0.27 -0.17 -0.19 0.29
H -1.3337 -1.6363 1.4198 0.10 0.16 0.30 0.27
H -1.0237 -1.5598 -0.2946 0.00 -0.10 -0.09 0.23
H 0.0091 0.4884 -0.5832 -0.73 0.18 0.51 0.49
```
Forces are in eV/Å.

## Properties
* charge: -1
* gap between HOMO and LUMO: 7.68 eV
* energy above the lowest of the compared OMol25 structures with the same formula, charge and spin: 11.4 kcal per mole


Entry 3:
# C4H12PS

The ion C4H12PS with charge +1 in a non-equilibrium geometry (wB97M-V/def2-TZVPD, the Open Molecules 2025 dataset).

Structure (XYZ):
```
18
Properties=species:S:1:pos:R:3:forces:R:3:mulliken_charge:R:1
C 0.9223 0.1410 1.5024 -0.22 1.48 0.10 -1.05
C 1.0372 -1.9797 -0.3817 -1.13 -1.03 -2.39 -1.30
C 0.6966 0.9660 -1.1815 -0.13 -0.18 -1.94 -1.08
C -2.4844 0.9156 0.1435 0.59 1.45 -3.40 -0.86
P 0.2779 -0.3927 -0.1045 -0.43 0.35 0.92 0.97
S -1.7567 -0.7294 -0.0967 0.54 -0.39 -0.25 -0.10
H 1.6826 -0.6024 1.7362 0.02 0.15 0.45 0.39
H 0.0810 0.1352 2.2619 1.27 0.22 -0.73 0.32
H 1.4408 1.1788 1.3437 -1.16 -1.92 0.74 0.37
H 0.8668 -2.4000 -1.4213 -0.37 0.54 1.17 0.36
H 0.7256 -2.7093 0.3504 -0.51 -0.08 0.28 0.41
H 2.0818 -1.9871 -0.3400 1.81 0.67 0.36 0.44
H -0.1277 1.7333 -1.1293 0.95 -0.74 -0.01 0.36
H 0.7760 0.5910 -2.2770 0.04 0.84 1.82 0.34
H 1.6405 1.3746 -0.7715 -0.44 -0.05 -0.73 0.41
H -2.8455 1.3463 -0.9069 0.11 -1.36 2.32 0.32
H -1.7882 1.7173 0.4064 0.03 -0.49 0.75 0.33
H -3.2268 0.7014 0.8657 -0.96 0.52 0.54 0.35
```
Forces are in eV/Å.

## Properties
* charge: +1
* gap between HOMO and LUMO: 11.07 eV
* energy above the lowest of the compared OMol25 structures with the same formula, charge and spin: 24.5 kcal per mole


Entry 4:
# C5H6INO

An isolated molecule of C5H6INO in a non-equilibrium geometry (wB97M-V/def2-TZVPD, the Open Molecules 2025 dataset).

Structure (XYZ):
```
14
Properties=species:S:1:pos:R:3:forces:R:3:mulliken_charge:R:1
C 0.5167 -0.1588 1.3197 1.46 0.88 1.61 -0.70
C 0.5180 1.0650 0.7863 0.02 -0.23 0.21 -0.33
C 0.8622 1.3160 -0.6064 0.00 0.13 -0.18 -0.24
C 0.4271 0.4706 -1.5510 0.13 0.28 0.12 -0.26
N -0.1530 -0.7217 -1.2063 0.13 -0.80 -0.08 -0.50
C -0.9509 -0.9255 -0.2739 -1.77 0.15 -1.81 0.33
O -1.2022 -2.0957 0.2640 -0.29 -0.72 0.71 -0.44
I -2.7112 0.3343 0.1788 0.36 -0.18 -0.07 -0.03
H 1.1050 -0.9644 0.9124 -0.13 -0.10 -0.24 0.38
H 0.1474 -0.3184 2.3221 -0.11 0.02 0.10 0.28
H 0.0623 1.8885 1.3222 -0.05 0.02 0.12 0.35
H 1.3449 2.2390 -0.8766 0.07 0.13 -0.17 0.36
H 0.5692 0.6268 -2.6072 0.03 0.18 -0.12 0.41
H -0.5356 -2.7557 0.0161 0.15 0.24 -0.21 0.38
```
Forces are in eV/Å.

## Properties
* gap between HOMO and LUMO: 8.11 eV
* SMILES: C=C/C=C\N=C(\O)I
* energy above the lowest of the compared OMol25 structures with the same formula, charge and spin: 53.5 kcal per mole


Entry 5:
# C2H7O3SSi

A cluster of 2 separate species, C2H7O3SSi in total in a non-equilibrium geometry (wB97M-V/def2-TZVPD, the Open Molecules 2025 dataset).

Structure (XYZ):
```
14
Properties=species:S:1:pos:R:3:forces:R:3:mulliken_charge:R:1
C 1.7594 1.0262 -0.5003 1.63 2.06 -0.47 -1.16
C 1.2963 0.0919 0.5514 -0.47 -2.17 -2.02 -0.47
O -4.1607 -0.7155 -0.2432 0.71 -0.71 0.08 -0.55
O -1.5357 -0.6597 0.2987 -1.81 0.48 1.13 -0.08
O -3.3196 1.1967 0.9028 0.91 -0.34 0.12 -0.56
Si -0.0870 -1.1814 0.1411 1.08 0.49 -4.02 0.05
S -3.0569 0.2438 -0.1854 -1.41 1.45 -0.89 0.58
H 2.3016 1.8701 -0.0031 -0.44 -0.28 -0.24 0.30
H 2.5457 0.6234 -1.0949 0.47 -0.70 -0.83 0.32
H 1.0748 1.5095 -1.1832 -0.69 -0.21 0.03 0.34
H 0.9168 0.7479 1.2490 -0.89 0.68 2.48 0.32
H 2.1727 -0.4823 0.8439 -0.05 0.04 0.72 0.28
H 0.1145 -2.3247 0.8717 0.60 -2.06 1.50 -0.21
H -0.0218 -1.9459 -1.6483 0.36 1.26 2.41 -0.16
```
Forces are in eV/Å.

## Properties
* charge: -1
* gap between HOMO and LUMO: 8.13 eV
* energy above the lowest of the compared OMol25 structures with the same formula, charge and spin: 53.5 kcal per mole


Entry 6:
# C20H16BCl2NO3

An isolated molecule of C20H16BCl2NO3 in a non-equilibrium geometry (wB97M-V/def2-TZVPD, the Open Molecules 2025 dataset).

Structure (XYZ):
```
43
Properties=species:S:1:pos:R:3:forces:R:3:mulliken_charge:R:1
C -5.0885 -1.3444 -1.9775 1.61 -1.73 -0.49 -1.53
C -3.7962 -1.2483 -1.2122 0.37 0.19 2.49 0.44
C -2.5677 -1.5925 -1.7838 -0.73 0.55 0.43 -0.71
C -1.3708 -1.3006 -1.1717 -1.29 0.87 0.85 -0.35
C -1.3352 -0.6946 0.0736 -1.50 -1.16 -0.82 0.16
B 0.0391 -0.2370 0.4746 -1.06 0.95 0.75 0.68
O 0.6305 0.8865 -0.0649 1.69 0.30 0.06 -0.53
C 0.0861 1.7570 -0.9453 -2.43 -1.18 -0.44 0.40
O -1.1139 1.7168 -1.1426 1.55 1.12 -0.15 -0.55
C 1.0567 2.6187 -1.7048 -0.41 -0.27 0.86 0.13
N 2.1897 2.0399 -2.1447 -1.43 1.09 0.40 -0.45
C 2.9588 2.8661 -2.8232 2.35 -2.98 -0.14 -0.26
C 2.7457 4.1573 -3.1314 0.66 0.69 0.16 -0.55
C 1.5962 4.7127 -2.7291 -0.97 1.40 0.09 -0.58
C 0.7482 3.9591 -1.9417 -1.41 1.28 -0.73 0.92
O -0.4156 4.5594 -1.5283 -0.10 -1.35 0.70 -0.50
C 0.6793 -0.9802 1.6060 1.92 -1.03 1.27 0.90
C 1.8769 -0.5282 2.1168 0.90 0.71 -0.60 -0.75
C 2.6705 -1.2491 2.9588 2.14 -1.26 1.75 -0.76
C 2.2969 -2.5409 3.4154 -0.22 1.51 -1.98 0.65
C 3.1743 -3.3282 4.2992 0.60 0.05 -0.12 -1.52
C 1.1256 -3.0394 2.8255 0.52 0.44 1.54 0.12
Cl 0.5479 -4.5688 3.3483 -0.28 -0.80 -0.12 -0.24
C 0.3477 -2.2656 2.0163 -1.79 -0.01 -2.08 -0.50
C -2.5142 -0.5834 0.7895 -0.93 0.45 -0.41 -0.72
C -3.7579 -0.8200 0.1666 1.70 0.02 -2.27 0.45
Cl -5.2019 -0.2116 0.8374 -0.58 0.06 0.86 -0.26
H -4.8436 -0.9623 -2.9732 -0.46 -0.42 -0.12 0.34
H -5.3235 -2.4508 -1.9729 -0.26 1.25 -0.45 0.29
H -5.8795 -0.7724 -1.5701 -0.70 0.39 0.47 0.44
H -2.5874 -1.9252 -2.7836 0.09 -0.44 -1.12 0.42
H -0.4587 -1.2008 -1.6569 1.42 -0.75 -1.61 0.53
H 3.8858 2.3899 -3.1285 0.12 0.17 -0.13 0.41
H 3.5464 4.7504 -3.4810 0.57 0.40 -0.99 0.41
H 1.3690 5.7454 -3.0308 -0.10 -0.43 0.49 0.27
H -0.5082 5.4904 -1.7543 0.56 -0.15 -0.22 0.33
H 2.2408 0.3420 1.6262 0.54 0.95 0.24 0.40
H 3.7353 -0.9622 3.3032 -1.97 0.12 -0.73 0.21
H 3.7903 -2.6782 4.8989 0.18 0.46 0.21 0.40
H 2.4989 -3.8208 4.9790 0.36 -1.03 0.23 0.44
H 3.9159 -3.9416 3.7247 -1.07 -0.08 0.56 0.27
H -0.5087 -2.6710 1.4596 0.15 -0.32 0.82 0.37
H -2.4809 -0.0734 1.7328 -0.26 -0.02 0.50 0.41
```
Forces are in eV/Å.

## Properties
* gap between HOMO and LUMO: 8.33 eV
* SMILES: Cc1ccc(B(OC(=O)c2ncccc2O)c2ccc(C)c(Cl)c2)cc1Cl